This record from the OMol25 dataset describes a 11-piece molecular cluster, C2H28N2O10 overall at a distorted geometry. The level of theory is ωB97M-V/def2-TZVPD.

Computed properties:
E in eV: -25981.832
Largest force on an atom in hartree/bohr: 0.07548
HOMO level in eV: -9.13
Structure (SMILES): NCCN.O.O.O.O.O.O.O.O.O.O
HOMO-LUMO gap in eV: 9.1942
Energy above the lowest of the compared OMol25 structures with the same formula, charge and spin in kJ/mol: 121.18
Molar mass in Da: 240.25

ORCA input file:
```
! wB97M-V def2-TZVPD RIJCOSX def2/J DEFGRID3
* xyz 0 1
N 0.10807 -0.38235 -0.67563
C 1.11652 0.47288 -1.29079
C 0.50380 1.74363 -1.85286
N -0.04594 2.63124 -0.83092
H -0.00003 -0.53004 0.28801
H -0.83820 -0.16236 -1.03514
H 1.62615 -0.05596 -2.15303
H 2.02947 0.73214 -0.70607
H 1.37718 2.18244 -2.36036
H -0.31753 1.56356 -2.53671
H -0.50507 2.15614 -0.10931
H 0.72280 3.31761 -0.57384
O 3.36434 -2.61052 0.58330
H 2.72533 -3.13540 0.04641
H 2.84192 -1.93537 0.97358
O -2.50368 -3.17146 -1.34793
H -1.78904 -3.31298 -1.98858
H -3.19671 -2.57834 -1.76859
O -2.74439 2.80461 -2.46369
H -2.84130 2.94364 -1.51334
H -1.78386 2.84228 -2.63824
O -2.07745 -0.07229 -3.51522
H -1.98457 0.84449 -3.22974
H -1.45478 -0.64013 -3.09401
O 0.74511 -1.91845 3.80898
H 1.64428 -1.72203 3.67303
H 0.69757 -2.83657 3.48104
O 1.71469 1.26738 1.62485
H 1.19369 1.29984 0.84735
H 1.27563 1.00623 2.40472
O 0.02153 0.41496 3.66860
H 0.77895 0.77202 4.16472
H -0.54556 -0.11591 4.20706
O 2.92932 2.98452 -0.61872
H 3.89445 2.78378 -0.56685
H 2.82632 2.69579 0.31254
O -2.99721 -0.26088 0.16750
H -3.24863 -1.18457 0.01263
H -3.93308 0.02168 0.33365
O 0.12067 -3.22721 1.80664
H 0.57138 -3.05846 0.96944
H -0.49921 -2.49721 2.08300
*
```

natural (NBO) atomic charge list, values in e, 4 entries:
1 N -0.895
2 C -0.264
3 C -0.236
4 N -0.893